No. 1
This record from the Open Molecules 2025 dataset describes C11H16AlBiClO2 as an isolated structure. The level of theory is ωB97M-V/def2-TZVPD.

```
32
Properties=species:S:1:pos:R:3:forces:R:3
Al -1.704 0.819 1.729 1.27 -1.80 -3.00
Cl -3.575 1.412 0.963 -0.21 0.52 0.68
C -1.496 -1.137 1.646 -0.37 0.36 0.76
H -0.461 -1.503 1.694 -0.26 0.29 0.10
H -2.070 -1.821 0.999 0.08 0.75 0.16
H -1.942 -1.221 2.656 0.16 -0.81 0.31
Bi -1.101 -1.948 -1.809 0.09 -0.06 -0.37
C -1.749 -1.952 -3.940 -0.52 -0.75 -0.55
C 1.051 -2.568 -2.109 0.07 -0.01 -0.22
C -0.571 0.023 -2.573 0.43 1.79 1.86
H 1.613 -1.685 -1.775 -0.02 -0.32 -0.14
H 1.301 -3.450 -1.523 0.20 -0.07 -0.03
H 1.223 -2.741 -3.183 0.00 0.06 0.39
H -1.770 -0.875 -4.164 0.04 -0.58 0.02
H -0.984 -2.465 -4.545 -0.36 0.17 0.06
H -2.729 -2.420 -4.029 -0.10 -0.24 -0.44
H 0.184 0.408 -1.839 0.25 -0.05 -0.19
H -1.426 0.623 -2.145 -0.03 -0.03 -0.65
O -0.133 1.427 2.389 -0.76 0.91 -0.27
C 0.083 2.322 1.414 -1.85 -1.59 -0.99
O -0.538 2.129 0.323 1.13 0.68 2.60
C 0.871 3.466 1.848 0.32 0.66 1.21
C 1.202 4.523 1.000 -0.17 -0.81 -0.31
C 1.906 5.597 1.508 0.31 0.63 0.22
C 2.231 5.649 2.873 -0.03 0.09 -0.29
C 1.847 4.624 3.739 -0.14 -0.10 -0.12
C 1.143 3.528 3.246 0.56 0.71 -1.20
H 0.900 4.426 -0.051 0.26 0.22 0.43
H 2.207 6.415 0.839 -0.17 -0.38 0.39
H 2.775 6.514 3.264 -0.17 -0.33 -0.16
H 2.091 4.675 4.801 -0.07 0.05 -0.29
H 0.820 2.722 3.883 0.05 0.01 0.01
```
Forces are in eV/Å.

E_tot: -1496.4652 Eh
orbital gap (spin up / spin down): 3.591 / 3.591 eV
M: 451.66 u
energy above the lowest of the compared OMol25 structures with the same formula, charge and spin: 101.6 kcal per mole
charge: -1
LUMO level (spin up / spin down): 1.7 / 1.7 eV
HOMO energy (spin up / spin down): -1.9 / -1.9 eV

Just the Mulliken charges please, in e? Sure, here they are:
1. Al 0.200
2. Cl -0.308
3. C -0.917
4. H 0.326
5. H 0.320
6. H 0.181
7. Bi 0.523
8. C -1.237
9. C -1.255
10. C -1.266
11. H 0.268
12. H 0.353
13. H 0.293
14. H 0.402
15. H 0.261
16. H 0.354
17. H 0.206
18. H 0.234
19. O -0.355
20. C 0.900
21. O -0.518
22. C 0.091
23. C -0.281
24. C -0.495
25. C -0.287
26. C -0.508
27. C -0.433
28. H 0.438
29. H 0.350
30. H 0.345
31. H 0.360
32. H 0.455

***

No. 2
This record from the Open Molecules 2025 dataset describes C11H16IN as an isolated structure. The level of theory is ωB97M-V/def2-TZVPD.

```
29
Properties=species:S:1:pos:R:3:forces:R:3
C 1.037 -0.170 -1.131 -0.33 1.51 0.00
C 1.829 0.978 -1.081 -1.18 -1.79 0.61
C 0.883 -1.253 1.544 3.11 -1.94 -1.89
C 0.793 -2.598 1.176 -1.36 0.55 0.11
C -0.127 -0.466 1.903 -0.44 0.45 -1.27
C -0.153 0.579 -0.777 0.15 -0.90 -0.90
C 0.648 1.830 -0.759 0.19 1.23 0.38
C 1.922 -3.217 0.441 -1.37 -0.85 -1.13
C -1.594 0.279 -1.021 1.55 -1.43 1.11
C 0.311 2.841 -1.820 -2.09 0.03 0.24
C -2.170 0.770 2.488 -1.27 -0.35 -1.78
N -1.108 -0.230 2.514 -2.29 1.54 2.66
I 0.837 2.747 1.258 0.01 -0.04 -0.54
H 1.297 -1.210 -1.318 -0.34 0.24 -0.03
H 2.827 1.043 -0.784 1.64 0.54 -0.13
H 1.827 -0.750 1.148 -1.10 -0.53 1.30
H -0.199 -3.163 1.144 1.44 0.93 0.49
H 1.631 -3.239 -0.618 -0.01 0.02 -0.25
H 2.792 -2.592 0.444 0.84 -0.20 0.51
H 2.005 -4.302 0.632 0.65 0.62 0.45
H -1.927 0.167 -2.025 0.27 -0.53 -1.15
H -2.313 0.906 -0.614 -0.91 1.67 1.16
H -1.651 -0.641 -0.433 -0.80 -0.49 -0.52
H -0.564 3.539 -1.624 0.63 -1.33 -0.15
H 0.181 2.194 -2.695 -0.40 0.51 -0.21
H 1.086 3.501 -2.036 1.72 1.00 -0.20
H -2.118 1.502 3.307 0.22 -0.72 0.09
H -3.182 0.169 2.553 1.94 1.50 -0.26
H -2.078 1.429 1.538 -0.46 -1.24 1.29
```
Forces are in eV/Å.

E_tot: -780.9333 Eh
orbital gap (spin up / spin down): 5.914 / 7.918 eV
M: 289.16 u
energy above the lowest of the compared OMol25 structures with the same formula, charge and spin: 10.6 kcal per mole
LUMO level (spin up / spin down): -0.1 / 0.5 eV
HOMO energy (spin up / spin down): -6.0 / -7.5 eV

Just the Mulliken charges please, in e? Sure, here they are:
1. C -0.276
2. C -1.112
3. C -0.766
4. C -0.072
5. C 0.856
6. C 0.217
7. C 0.993
8. C -1.244
9. C -1.587
10. C -1.487
11. C -0.573
12. N -0.347
13. I -0.004
14. H 0.559
15. H 0.421
16. H 0.199
17. H 0.275
18. H 0.282
19. H 0.355
20. H 0.402
21. H 0.335
22. H 0.370
23. H 0.382
24. H 0.320
25. H 0.391
26. H 0.444
27. H 0.284
28. H 0.262
29. H 0.121